1.
{"formula": "C19H43N2O2P3Tb", "method": "wB97M-V/def2-TZVPD", "multiplicity": 7, "e_homo_ev": [-16.886, -16.888], "charge": 3, "gap_ev": [7.40, 7.78], "symbols": ["Tb", "P", "P", "P", "H", "C", "C", "H", "C", "C", "C", "C", "C", "C", "C", "C", "C", "H", "H", "H", "H", "H", "H", "H", "H", "H", "H", "H", "H", "H", "H", "H", "H", "H", "H", "H", "H", "H", "H", "H", "H", "H", "H", "H", "H", "H", "C", "C", "C", "C", "C", "C", "O", "H", "H", "H", "H", "H", "H", "C", "N", "C", "N", "O", "H", "H", "H", "H", "H", "H"], "xyz": [[1.03, 0.65, -0.46], [2.34, 1.08, 1.84], [-1.14, 2.03, 1.19], [2.39, -1.32, -2.01], [-1.27, 2.51, -2.37], [-0.99, 1.52, -2.74], [-1.75, 0.41, -2.54], [-2.71, 0.43, -2.00], [3.13, 2.75, 1.73], [1.84, 0.94, 3.60], [3.91, 0.12, 1.91], [-2.82, 2.19, 0.47], [-1.56, 1.22, 2.81], [-0.86, 3.77, 1.73], [1.34, -2.02, -3.34], [2.76, -2.99, -1.29], [3.92, -0.81, -2.87], [-0.06, 1.47, -3.32], [-1.44, -0.58, -2.91], [4.22, 2.63, 1.87], [2.73, 3.42, 2.50], [2.94, 3.25, 0.76], [2.71, 1.10, 4.25], [1.42, -0.05, 3.81], [1.12, 1.73, 3.87], [4.57, 0.68, 2.58], [4.39, 0.07, 0.92], [3.75, -0.89, 2.31], [-3.32, 3.13, 0.75], [-3.43, 1.33, 0.78], [-2.73, 2.15, -0.63], [-2.10, 1.91, 3.48], [-0.66, 0.85, 3.30], [-2.21, 0.36, 2.60], [-1.73, 4.21, 2.25], [-0.65, 4.37, 0.83], [0.02, 3.80, 2.38], [1.95, -2.19, -4.23], [0.52, -1.33, -3.58], [0.93, -2.96, -2.97], [3.31, -3.57, -2.04], [1.79, -3.49, -1.11], [3.33, -2.93, -0.36], [4.22, -1.54, -3.64], [4.73, -0.72, -2.15], [3.77, 0.17, -3.33], [3.37, 2.80, -2.49], [3.94, 3.93, -1.89], [4.94, 4.61, -2.56], [5.21, 4.34, -3.90], [4.54, 3.29, -4.53], [3.56, 2.52, -3.85], [2.61, 2.00, -1.54], [2.29, 2.72, -0.92], [3.60, 4.19, -0.89], [5.50, 5.37, -2.02], [5.90, 4.97, -4.46], [4.78, 3.06, -5.58], [2.96, 1.75, -4.38], [-2.79, -2.42, 0.51], [-1.49, -2.89, 1.04], [-0.29, -2.31, 0.97], [0.69, -3.01, 1.59], [-0.04, -1.17, 0.39], [-2.68, -1.52, -0.12], [-3.45, -2.18, 1.37], [-3.22, -3.19, -0.15], [-1.49, -3.83, 1.48], [1.64, -2.65, 1.58], [0.54, -3.91, 2.03]], "lowdin_charge": [1.281, 0.702, 0.742, 0.739, 0.065, -0.098, -0.029, 0.069, -0.215, -0.242, -0.248, -0.245, -0.241, -0.267, -0.234, -0.255, -0.240, 0.055, 0.062, 0.072, 0.069, 0.004, 0.080, 0.064, 0.043, 0.069, 0.055, 0.057, 0.075, 0.056, 0.003, 0.078, 0.002, 0.043, 0.075, 0.051, 0.034, 0.074, 0.016, 0.057, 0.076, 0.043, 0.041, 0.074, 0.063, 0.006, -0.250, -0.022, -0.031, -0.035, -0.022, -0.023, -0.243, 0.056, 0.103, 0.130, 0.128, 0.129, 0.126, -0.013, 0.054, -0.504, 0.204, -0.287, 0.070, 0.107, 0.110, 0.183, 0.105, 0.141]}

2.
{"formula": "C5H13NS", "method": "wB97M-V/def2-TZVPD", "multiplicity": 1, "e_homo_ev": -8.550, "charge": 0, "gap_ev": 8.87, "symbols": ["C", "S", "N", "C", "C", "C", "C", "H", "H", "H", "H", "H", "H", "H", "H", "H", "H", "H", "H", "H"], "xyz": [[3.62, -0.90, -0.14], [1.64, 0.08, 0.22], [1.62, 1.43, -0.56], [-0.01, -0.76, 0.38], [-1.32, 0.11, 0.45], [-1.16, 1.56, -0.07], [-2.48, -0.69, -0.29], [3.16, -1.80, 0.42], [3.70, -1.27, -1.17], [1.85, 0.58, 1.44], [2.38, 1.27, -1.32], [-0.22, -1.49, -0.41], [0.25, -1.36, 1.19], [-1.56, 0.17, 1.48], [-0.63, 1.66, -0.96], [-0.63, 2.10, 0.64], [-2.12, 2.05, -0.14], [-2.81, -1.42, 0.48], [-3.24, 0.03, -0.61], [-2.05, -1.33, -1.03]], "nbo_charge": [-0.583, 1.103, -1.155, -0.575, -0.204, -0.607, -0.604, 0.116, 0.133, 0.077, 0.370, 0.234, 0.219, 0.196, 0.239, 0.210, 0.199, 0.208, 0.225, 0.200]}

3.
{"formula": "C11H10O2S", "method": "wB97M-V/def2-TZVPD", "multiplicity": 1, "e_homo_ev": [-9.306, -7.266], "charge": 0, "gap_ev": [8.36, 5.09], "symbols": ["C", "C", "C", "C", "C", "C", "C", "C", "C", "C", "C", "O", "O", "S", "H", "H", "H", "H", "H", "H", "H", "H", "H", "H"], "xyz": [[-3.33, -0.97, 0.17], [-2.29, -1.88, 0.02], [-3.07, 0.41, 0.06], [-0.96, -1.54, -0.08], [-1.72, 0.79, -0.02], [-0.66, -0.20, 0.00], [0.33, 2.00, 0.24], [-1.13, 2.15, -0.11], [3.02, 0.30, 0.00], [4.01, -0.82, 0.28], [0.57, 0.52, 0.10], [1.16, 2.89, 0.40], [1.67, -0.19, 0.00], [5.79, -0.49, -0.11], [-4.39, -1.17, 0.42], [-2.56, -2.88, 0.20], [-3.74, 1.25, 0.33], [-0.14, -2.26, 0.10], [-1.47, 2.42, -1.09], [-1.59, 2.90, 0.42], [3.32, 1.03, 0.83], [3.22, 0.80, -0.89], [4.01, -0.99, 1.42], [3.80, -1.81, -0.14]], "nbo_charge": [-0.192, -0.221, -0.236, -0.187, 0.073, -0.123, 0.456, -0.550, -0.086, -0.584, 0.290, -0.541, -0.464, 0.116, 0.221, 0.213, 0.219, 0.225, 0.258, 0.238, 0.202, 0.195, 0.240, 0.240]}

Record-wise DFT total energy values, in a.u.: -2857.3858 -650.9813 -973.7002
Record-wise energy above the lowest of the compared OMol25 structures with the same formula, charge and spin values, in kcal per mole: 0.00 164.83 49.99